DFT (ωB97M-V/def2-TZVPD) results for an isolated molecule of C8H14N2S in a non-equilibrium geometry.

```
25
Properties=species:S:1:pos:R:3:forces:R:3:mulliken_charge:R:1
C -1.4739 0.4092 -2.8726 1.076 2.827 -1.208 -0.09
C -2.0044 -0.5048 -2.1386 -1.341 -0.705 1.335 -0.50
C -0.0383 1.2568 -1.2947 1.076 -1.405 1.472 -0.11
C 0.0520 -0.0904 -0.5114 -0.823 1.360 0.095 -0.58
C 2.2994 0.4712 0.7672 -0.565 0.309 0.712 -1.02
C 0.7156 -1.1514 1.7531 1.260 -0.169 -1.536 -1.30
C 0.0022 1.2145 1.5885 -0.678 -0.312 -4.157 -1.42
C 0.8202 0.0635 0.8141 -1.553 1.402 1.138 0.63
N -0.7477 1.4777 -2.2885 -0.486 0.391 -1.741 -0.62
N -1.8603 -2.2138 -0.4561 -0.146 -4.713 1.029 -0.64
S -1.8187 -0.7337 -0.3262 1.598 4.275 -1.806 0.23
H -1.5588 0.6113 -3.9673 -0.274 -0.929 0.981 0.36
H -2.6978 -1.2059 -2.5208 -0.424 -0.886 -0.145 0.47
H 0.5938 2.0809 -1.0078 0.171 0.215 0.543 0.47
H 0.4001 -0.8272 -1.1990 0.531 -0.904 -0.412 0.63
H 2.4394 0.5410 1.9151 0.736 0.447 -1.976 0.33
H 2.3479 1.5241 0.2514 0.754 -2.232 0.888 0.27
H 2.9292 -0.4220 0.4043 -0.611 1.867 0.083 0.32
H 1.3318 -0.8571 2.6684 -1.737 -0.719 -0.595 0.42
H -0.3786 -1.4328 1.7615 1.526 -0.137 0.981 0.27
H 1.3640 -1.9197 1.2331 -1.076 0.103 0.754 0.35
H -0.3451 2.0000 0.8052 1.041 -0.718 1.668 0.40
H 0.5534 1.6234 2.3858 0.274 0.495 1.146 0.41
H -0.9520 0.7526 1.7790 -0.286 -0.026 1.105 0.46
H -1.9734 -2.6675 0.4561 -0.044 0.161 -0.354 0.24
```
Forces are in eV/Å.

Its LUMO energy is 0.0133 Ha. As for the spin multiplicity: 1. The largest force on an atom is 0.0955 hartree/bohr.

DFT (ωB97M-V/def2-TZVPD) results for the ion C8H14N3O with charge +1 in a non-equilibrium geometry.

```
26
Properties=species:S:1:pos:R:3:forces:R:3:mulliken_charge:R:1
C -0.9598 -0.0398 -2.7104 -0.132 0.133 -0.460 -0.71
C -0.3161 -1.1520 -3.0769 0.105 -0.006 0.772 -0.21
C 0.5492 -1.8928 -2.0317 -0.028 1.140 -1.476 -0.53
N -0.0479 -1.7063 -0.7105 0.343 -0.220 0.497 0.71
C 0.4637 -0.9570 0.2360 0.782 0.529 0.229 -0.08
N -0.3586 -0.9991 1.2816 -0.388 -0.405 -0.783 0.25
O -0.2706 -0.4298 2.5065 0.167 -0.241 0.210 -0.34
C 0.5791 0.7368 2.5488 -0.110 1.008 0.220 -0.59
C -0.0163 1.9758 1.8670 0.461 0.046 -0.439 -0.38
C 0.6670 2.4004 0.5457 -0.090 0.127 0.094 -0.90
C -1.3798 -1.8367 0.9014 -0.363 0.294 0.954 -0.22
N -1.2017 -2.2673 -0.2956 0.165 -0.368 -1.011 -0.76
H -0.4862 0.7358 -2.1110 -0.468 -0.620 1.145 0.29
H -1.9791 0.1480 -3.0320 0.509 0.682 -1.083 0.29
H -0.4083 -1.5404 -4.0838 -0.761 -0.885 0.405 0.39
H 0.6053 -2.9495 -2.2679 -0.004 -0.074 0.127 0.43
H 1.5470 -1.4528 -2.0118 0.162 -0.291 0.320 0.22
H 1.3914 -0.4231 0.1550 0.002 0.100 0.093 0.37
H 0.6656 0.9607 3.6080 -0.205 -0.478 0.153 0.32
H 1.5970 0.5144 2.2203 -0.097 -0.226 -0.196 0.40
H 0.1007 2.8003 2.5679 -0.032 -0.043 0.098 0.40
H -1.0937 1.8733 1.7373 -0.006 -0.227 0.050 0.38
H -0.0221 2.4266 -0.2972 -0.028 -0.038 0.007 0.12
H 1.0734 3.4030 0.6583 -0.002 0.034 -0.141 0.36
H 1.5160 1.7718 0.2678 -0.022 -0.055 0.090 0.31
H -2.2151 -2.1003 1.5273 0.043 0.085 0.122 0.47
```
Forces are in eV/Å.

Its LUMO energy is -0.1177 Ha. As for the charge: +1. As for the spin multiplicity: 1. The largest force on an atom is 0.0363 hartree/bohr.

DFT (ωB97M-V/def2-TZVPD) results for the ion C8H14N3O2S with charge +1 in a non-equilibrium geometry.

```
28
Properties=species:S:1:pos:R:3:forces:R:3:mulliken_charge:R:1
C -3.1918 -2.4309 0.6915 1.329 0.331 0.033 -0.28
C -3.0598 -1.0836 0.7324 -2.520 2.009 1.854 -0.42
C -1.5925 -1.8436 -0.6716 2.730 1.460 -0.206 0.03
C 3.8539 1.7389 -0.7991 2.134 3.354 1.429 -0.70
C 2.8304 2.7120 -1.2516 0.353 -1.637 0.830 -0.54
C 2.8714 2.3489 0.1960 2.926 3.064 0.820 -0.05
C -2.0296 -4.3240 -0.1947 2.069 -0.024 1.158 -0.82
C 0.5996 1.9426 0.8805 0.316 2.838 0.848 -0.47
N -2.1552 -2.8597 -0.1094 -2.583 -2.429 0.318 0.08
N -2.0530 -0.7032 -0.1247 -0.159 -0.138 -0.232 -0.20
N 1.9243 1.5341 0.8415 -2.086 1.677 -3.069 -0.11
O -0.1352 1.4179 -0.2494 -1.494 -1.886 -2.416 -0.20
O -2.4545 1.9466 0.2540 -0.860 0.303 0.449 -0.43
S -1.6306 1.2703 -0.6749 1.542 -0.478 0.622 0.69
H -3.7320 -3.2301 1.1492 -0.695 0.420 0.539 0.44
H -3.7223 -0.3584 1.3892 1.764 -1.407 -1.818 0.32
H -0.6603 -1.9440 -1.2373 -0.658 0.284 -0.099 0.35
H 3.8843 0.7358 -0.8753 -0.550 -3.235 -0.650 0.35
H 4.9192 2.1616 -0.8041 -1.732 -0.619 0.190 0.19
H 3.3648 3.5566 -1.5453 -0.243 1.756 -0.446 0.28
H 1.9865 2.3778 -1.7424 -1.421 -0.418 -1.491 0.25
H 3.2913 3.2494 0.8053 -0.725 -1.844 -0.639 0.25
H -1.1377 -4.5781 -0.7801 0.351 0.083 0.855 0.32
H -2.0372 -4.6884 0.9109 0.266 0.273 -2.321 0.32
H -2.7547 -4.7927 -0.8039 -1.551 -0.068 -0.190 0.34
H 0.4847 3.0381 0.6648 0.452 -0.743 0.415 0.32
H 2.2741 1.0260 1.5476 1.119 -2.250 2.963 0.23
H 0.0620 1.7803 1.8009 -0.076 -0.674 0.253 0.44
```
Forces are in eV/Å.

Its LUMO energy is -0.1349 Ha. As for the charge: +1. As for the spin multiplicity: 1. The largest force on an atom is 0.0839 hartree/bohr.

Taking the records one at a time from the top gives calculated total energy values of -820.75175; -552.34673; -1025.80156 Ha.
Taking the records one at a time from the top gives energy relative to the best compared isomer or geometry (same formula, charge and spin) values of 489.79; 402.33; 170.35 kJ/mol.